Here is a 2-piece molecular cluster, C2H4Cl4 overall from the Open Molecules 2025 dataset. Energies are from ωB97M-V/def2-TZVPD.

Structure (ORCA input):
```
! RIJCOSX wB97M-V def2-TZVPD def2/J DEFGRID3
* xyz 0 1
Cl -22.353 -28.145 16.780
C -21.324 -26.819 16.243
Cl -19.700 -26.901 16.937
H -21.229 -26.872 15.166
H -21.776 -25.886 16.556
Cl -25.227 -31.148 17.189
C -25.826 -29.548 17.666
Cl -26.357 -29.501 19.344
H -25.023 -28.832 17.540
H -26.663 -29.305 17.024
*
```

Energy relative to the best compared isomer or geometry (same formula, charge and spin) (kcal/mol): 1.6
SMILES: ClCCl.ClCCl

=====

Here is a single C5H8O molecule from the Open Molecules 2025 dataset. Energies are from ωB97M-V/def2-TZVPD.

Structure (ORCA input):
```
! RIJCOSX wB97M-V def2-TZVPD def2/J DEFGRID3
* xyz 0 1
C 1.512 -0.576 -0.117
C 0.127 -0.553 -0.727
C -1.100 -0.783 0.092
C -0.819 0.605 -0.427
C -0.466 1.502 0.727
O -0.279 2.692 0.701
H 1.490 -0.181 0.902
H 1.911 -1.594 -0.075
H 2.208 0.042 -0.696
H 0.097 -0.931 -1.752
H -0.940 -0.814 1.170
H -1.933 -1.393 -0.237
H -1.369 1.067 -1.246
H -0.440 0.917 1.687
*
```

Energy relative to the best compared isomer or geometry (same formula, charge and spin) (kcal/mol): 31.2
SMILES: C[C@H]1C[C@H]1C=O

=====

Here is C5H11INO as an isolated structure from the Open Molecules 2025 dataset. Energies are from ωB97M-V/def2-TZVPD.

Structure (ORCA input):
```
! RIJCOSX wB97M-V def2-TZVPD def2/J DEFGRID3
* xyz 1 1
C -0.945 -1.291 -0.651
C -0.746 0.170 -0.268
C 0.051 -2.217 0.139
C 1.546 -0.273 0.484
C 0.711 2.086 -0.001
N 0.685 0.649 -0.336
O 1.336 -1.555 0.185
I 3.677 -0.009 0.287
H -1.973 -1.742 -0.679
H -0.748 -1.268 -1.672
H -1.521 0.583 -0.931
H -0.927 0.126 0.835
H -0.239 -2.319 1.119
H 0.121 -3.229 -0.318
H 1.162 -0.055 1.784
H 1.579 2.539 -0.525
H -0.181 2.487 -0.153
H 0.902 2.310 1.148
H 0.754 0.416 -1.347
*
```

Energy relative to the best compared isomer or geometry (same formula, charge and spin) (kcal/mol): 60.5

=====

Here is C26H42BrHgN3P2S as an isolated structure from the Open Molecules 2025 dataset. Energies are from ωB97M-V/def2-TZVPD.

Structure (ORCA input):
```
! RIJCOSX wB97M-V def2-TZVPD def2/J DEFGRID3
* xyz 2 1
C -0.427 7.001 -3.508
C -0.614 5.645 -3.881
C -0.916 5.376 -5.235
C -1.141 6.444 -6.120
N -1.003 7.707 -5.711
C -0.667 8.013 -4.457
C -0.604 4.554 -2.925
C -0.788 3.764 -2.014
C -1.125 3.034 -0.867
C -0.122 2.850 0.115
C -0.366 1.895 1.094
C -1.486 1.046 0.991
C -2.556 1.418 0.151
C -2.377 2.353 -0.834
Hg -0.230 -0.738 0.096
P 1.957 -1.416 1.067
H -1.004 4.347 -5.598
H -0.120 7.288 -2.498
H -1.442 6.260 -7.161
H -0.588 9.075 -4.176
H -3.171 2.528 -1.578
H 0.795 3.463 0.121
H -3.441 0.812 0.248
H 0.364 1.638 1.848
C 2.337 -2.844 2.199
C 3.378 -3.863 1.684
H 1.372 -3.354 2.369
H 2.662 -2.510 3.212
H 3.498 -4.719 2.368
H 3.108 -4.289 0.709
H 4.374 -3.414 1.570
C 2.684 -1.626 -0.654
C 3.444 -0.387 -1.160
H 1.786 -1.764 -1.283
H 3.257 -2.560 -0.770
H 3.419 -0.376 -2.258
H 3.000 0.563 -0.837
H 4.502 -0.400 -0.864
C 2.792 -0.037 1.932
C 4.290 -0.244 2.162
H 2.275 0.156 2.894
H 2.614 0.892 1.378
H 4.785 0.663 2.536
H 4.473 -1.041 2.890
H 4.805 -0.522 1.238
Br -2.198 -0.222 2.443
P -2.397 -2.978 -1.038
C -0.557 -3.245 -0.820
C -0.145 -4.611 -1.356
H -0.257 -3.210 0.253
H -0.056 -2.451 -1.426
H 0.928 -4.624 -1.566
H -0.335 -5.384 -0.604
H -0.680 -4.866 -2.280
C -3.050 -2.677 0.651
C -4.346 -3.373 1.006
H -3.242 -1.575 0.735
H -2.271 -3.018 1.354
H -4.507 -3.315 2.081
H -5.218 -2.906 0.550
H -4.328 -4.429 0.738
C -2.455 -1.274 -1.756
C -2.785 -1.439 -3.243
H -1.481 -0.736 -1.638
H -3.220 -0.670 -1.242
H -3.097 -0.480 -3.664
H -1.914 -1.795 -3.808
H -3.613 -2.151 -3.364
N -0.642 -0.559 5.591
C 0.524 0.169 5.588
N 1.402 -0.303 6.551
S 0.884 1.474 4.558
H -0.775 -1.265 6.315
H -1.312 -0.538 4.836
H 2.321 0.117 6.547
H 1.041 -0.348 7.521
*
```

Energy relative to the best compared isomer or geometry (same formula, charge and spin) (kcal/mol): 0.0

=====

Here is C32H49ClNO3PSSn as an isolated structure from the Open Molecules 2025 dataset. Energies are from ωB97M-V/def2-TZVPD.

Structure (ORCA input):
```
! RIJCOSX wB97M-V def2-TZVPD def2/J DEFGRID3
* xyz 0 1
Sn 0.247 1.642 1.571
P 0.232 0.630 -1.390
Cl -0.706 3.762 2.005
C -1.640 0.621 0.767
H -1.484 -0.417 0.465
H -2.263 0.660 1.671
C 2.054 0.887 -1.669
C -0.572 2.306 -1.598
C 2.539 0.873 -3.121
H 2.239 1.897 -1.253
C 4.036 1.205 -3.165
H 2.369 -0.125 -3.554
H 1.976 1.593 -3.734
C 4.886 0.285 -2.273
H 4.385 1.146 -4.202
H 4.171 2.244 -2.835
C 4.332 0.127 -0.854
H 4.955 -0.705 -2.744
H 5.908 0.678 -2.221
C 2.821 -0.152 -0.828
H 4.853 -0.686 -0.337
H 4.527 1.047 -0.285
H 2.625 -1.156 -1.237
H 2.463 -0.160 0.214
C -0.526 -0.500 -2.683
C -2.046 2.037 -1.322
H -0.200 2.873 -0.715
C -2.837 3.339 -1.278
H -2.500 1.311 -2.015
H -2.092 1.332 -0.131
C -2.512 4.308 -2.426
H -3.909 3.105 -1.297
H -2.638 3.838 -0.315
C -1.009 4.513 -2.659
H -2.964 3.931 -3.352
H -2.976 5.279 -2.222
C -0.243 3.191 -2.807
H -0.852 5.124 -3.555
H -0.584 5.071 -1.815
H -0.503 2.705 -3.757
H 0.839 3.389 -2.832
C 0.191 -1.856 -2.710
H -1.547 -0.665 -2.287
C -0.562 -2.854 -3.600
H 1.218 -1.726 -3.085
H 0.272 -2.269 -1.697
C -0.785 -2.317 -5.017
H 0.001 -3.795 -3.639
H -1.534 -3.073 -3.136
C -1.385 -0.905 -5.033
H 0.171 -2.307 -5.556
H -1.448 -2.996 -5.565
C -0.671 0.078 -4.096
H -1.366 -0.500 -6.053
H -2.440 -0.964 -4.730
H 0.325 0.323 -4.496
H -1.245 1.013 -4.073
C -0.630 -2.826 0.872
C -1.979 -2.688 0.664
H 0.095 -2.508 0.119
C -2.995 -2.968 1.726
H -2.364 -2.338 -0.300
C -2.359 -3.150 3.118
H -3.736 -2.158 1.769
H -3.556 -3.881 1.471
C -1.102 -4.011 3.042
H -2.110 -2.161 3.529
H -3.086 -3.617 3.793
C -0.034 -3.400 2.114
H -0.681 -4.164 4.042
H -1.376 -4.997 2.647
H 0.535 -2.629 2.663
H 0.700 -4.179 1.851
O -1.886 0.409 3.871
C -0.740 0.494 4.327
N 0.376 0.766 3.563
S 1.822 0.178 4.187
O 2.065 -1.151 3.673
O 2.847 1.182 4.062
C 1.090 0.126 5.790
C 1.778 -0.008 6.994
C 1.031 0.052 8.182
C -0.363 0.218 8.133
C -1.028 0.325 6.908
C -0.274 0.309 5.725
H 2.855 -0.131 6.977
H 1.543 -0.027 9.142
H -0.925 0.264 9.070
H -2.106 0.436 6.835
*
```

Energy relative to the best compared isomer or geometry (same formula, charge and spin) (kcal/mol): 19.3

=====

Here is C18H17BrN2O2S as an isolated structure from the Open Molecules 2025 dataset. Energies are from ωB97M-V/def2-TZVPD.

Structure (ORCA input):
```
! RIJCOSX wB97M-V def2-TZVPD def2/J DEFGRID3
* xyz 0 1
O 1.606 1.625 -1.194
C 0.790 2.001 -0.589
N -0.155 1.273 -0.060
C -0.440 -0.194 -0.382
C 0.518 -1.217 -0.763
C 1.862 -0.947 -0.339
C 2.739 -1.625 -1.067
C 4.167 -1.347 -1.164
C 4.594 -0.589 -0.070
C 3.808 -0.045 0.891
C 2.352 0.076 0.708
H 1.620 0.444 1.274
H 4.166 0.393 1.621
Br 6.543 -0.346 0.342
H 4.877 -1.861 -1.839
H 2.393 -2.111 -1.942
H 0.257 -2.145 -1.007
C -1.997 -0.512 -0.401
O -2.620 0.574 -0.797
N -2.442 -1.666 -0.172
C -3.893 -1.963 -0.376
C -4.180 -2.660 1.151
H -4.071 -1.968 1.909
H -5.055 -3.268 1.160
C -2.830 -3.487 0.783
H -2.936 -4.545 0.448
H -2.534 -4.125 2.035
C -1.689 -2.667 0.305
H -1.293 -3.476 -0.301
H -0.948 -2.499 1.119
H -4.106 -2.438 -1.217
H -4.407 -1.031 -0.441
H -1.161 1.670 0.240
C 0.452 3.297 -0.254
C 1.241 4.376 -0.677
C 0.936 5.904 -0.146
C -0.160 5.638 0.467
S -0.767 4.048 1.089
H -0.703 6.473 1.171
H 1.284 6.747 -0.329
H 2.181 4.191 -1.185
*
```

=====

| no. | DFT total energy (hartree) |
| --- | --- |
| 1 | -1919.3624 |
| 2 | -270.5082 |
| 3 | -624.4428 |
| 4 | -4987.8030 |
| 5 | -2943.1402 |
| 6 | -3927.8492 |